13
Properties=species:S:1:pos:R:3:mulliken_charge:R:1 method="wB97M-V/def2-TZVPD" homo_energy_ev=-9.50 lumo_ha=0.029 smiles="Cl[C@@H]1C=C[C@@H]2N[C@H]12" multiplicity=1 total_energy_ev=-19292.036 orbital_gap_ha=0.379 e_above_lowest_ev=2.583
Cl 1.546 1.738 -1.309 -0.230
C 0.742 0.174 -0.940 -0.001
C -0.729 0.067 -1.248 -0.583
C -1.383 -0.276 -0.223 -0.699
C -0.461 -0.349 0.917 0.275
N 0.201 0.871 1.350 -0.667
C 0.854 -0.079 0.445 -0.207
H 1.325 -0.569 -1.585 0.302
H -1.240 0.178 -2.165 0.424
H -2.475 -0.707 -0.233 0.250
H -0.507 -1.042 1.744 0.465
H 0.516 0.769 2.414 0.278
H 1.612 -0.776 0.832 0.392

---

15
Properties=species:S:1:pos:R:3:mulliken_charge:R:1 method="wB97M-V/def2-TZVPD" homo_energy_ev=-7.88 lumo_ha=-0.011 multiplicity=1 total_energy_ev=-22271.454 orbital_gap_ha=0.279 e_above_lowest_ev=2.927
C 0.024 2.200 -0.722 -0.399
C 0.583 1.764 0.469 -0.401
C 0.029 0.026 -0.821 0.619
C 1.389 -0.667 1.948 0.638
C -0.137 -1.430 -1.287 -1.068
N -0.348 1.130 -1.439 -0.684
N 1.710 0.224 2.704 -0.377
N 0.505 0.346 0.358 -0.109
Cl 1.277 -2.282 1.690 -0.059
H 0.053 3.185 -1.107 0.401
H 0.776 2.075 1.452 0.340
H 0.878 -1.875 -1.333 0.264
H -0.785 -2.039 -0.620 0.253
H -0.423 -1.277 -2.333 0.332
H 2.022 0.259 3.632 0.251

---

14
Properties=species:S:1:pos:R:3:mulliken_charge:R:1 method="wB97M-V/def2-TZVPD" homo_energy_ev=-8.45 lumo_ha=0.030 smiles="N[C@@]1(Cl)C=CC=CO1" multiplicity=1 total_energy_ev=-21340.335 orbital_gap_ha=0.341 e_above_lowest_ev=2.147
N -1.523 1.355 0.896 -0.507
C -1.102 0.183 0.264 0.547
Cl -2.416 -0.825 -0.658 -0.253
C -0.069 0.552 -0.947 -0.491
C 1.112 -0.140 -0.987 -0.283
C 1.270 -1.354 -0.155 -0.304
C 0.400 -1.562 0.862 -0.257
O -0.518 -0.651 1.280 -0.389
H -2.457 1.632 0.553 0.292
H -1.568 1.379 1.903 0.245
H -0.612 1.343 -1.436 0.328
H 1.961 0.197 -1.561 0.407
H 2.119 -2.091 -0.215 0.308
H 0.457 -2.217 1.765 0.357

---

16
Properties=species:S:1:pos:R:3:mulliken_charge:R:1 method="wB97M-V/def2-TZVPD" homo_energy_ev=-8.19 lumo_ha=-0.014 multiplicity=1 total_energy_ev=-34219.028 orbital_gap_ha=0.287 e_above_lowest_ev=4.686
C 0.320 1.427 -0.238 1.119
C -0.431 -0.777 -0.780 -1.014
C 0.409 -1.622 0.083 -0.218
C 1.586 1.718 -0.685 -0.722
C -1.861 0.718 0.574 -1.139
N -0.588 0.538 -0.102 0.157
O 0.568 2.575 0.220 -0.408
O 2.781 -2.311 0.787 -0.511
S 1.986 -1.691 -0.276 0.367
Cl 2.836 1.127 0.337 -0.143
H 0.026 -0.693 -1.810 0.427
H -1.294 -1.269 -1.085 0.435
H 0.028 -2.116 0.855 0.450
H -2.035 -0.149 1.200 0.283
H -1.877 1.521 1.172 0.478
H -2.454 1.003 -0.252 0.440